[1]
{"formula": "C15H20N2O4", "method": "the ωB97M-V functional and the def2-TZVPD basis", "e_lumo_ev": -0.85, "homo_lumo_gap_ev": 7.9, "e_above_lowest_kj_mol": 1868.09, "spin_multiplicity": 1, "charge": 0, "elements": ["H", "H", "C", "H", "H", "C", "H", "H", "H", "H", "C", "C", "H", "H", "C", "H", "O", "N", "C", "H", "N", "H", "O", "H", "H", "C", "C", "C", "C", "C", "O", "H", "C", "H", "C", "H", "O", "H", "C", "H", "C"], "xyz": [[-4.73963, -2.91713, -1.68487], [4.10358, 1.58294, -1.70093], [-0.07233, 1.53731, 0.46830], [7.32379, -1.34546, -0.91342], [-3.06399, -1.20960, -1.61918], [-4.57838, -1.52786, -0.36129], [-2.15096, -2.73097, 0.07745], [1.72063, 2.34319, -1.21660], [-4.72683, -1.36893, 1.04159], [-5.83956, -2.89406, -0.33644], [2.13052, 1.71145, -0.58991], [-2.81395, 2.72816, 0.41815], [-5.38782, -0.74553, -0.58588], [-0.73073, 1.30862, 1.27844], [3.80883, 0.20364, 0.20359], [3.36352, -0.84740, 2.06797], [5.65388, -1.31689, 1.11618], [-0.61626, 2.41298, -0.38674], [1.21820, 1.14796, 0.44557], [-3.59037, 3.00771, 0.14903], [-3.08258, 0.52421, -0.63094], [-2.72056, 1.24031, -1.30867], [-3.37914, 0.83891, 1.73695], [-2.31105, 3.08309, 1.52034], [-2.28647, -1.39780, 1.18216], [2.95014, -0.14346, 1.41998], [-2.06181, -1.68029, -0.15638], [7.23133, -0.40472, -0.65460], [-4.92304, -2.77374, -0.51958], [-3.01540, 1.09174, 0.63609], [6.01673, 0.28126, -0.74254], [7.80319, 0.05546, -1.56500], [3.30538, 1.20227, -0.52574], [-4.27185, -3.53020, -0.14315], [1.79673, 0.40910, 1.27462], [0.99303, -0.13764, 2.09853], [-1.82073, 2.90769, -0.66820], [7.82098, -0.12342, 0.01651], [5.31309, -0.32387, 0.29043], [-1.13734, -1.28007, -0.30636], [-3.23275, -0.91894, -0.82545]]}

[2]
{"formula": "C15H20N2O5S", "method": "the ωB97M-V functional and the def2-TZVPD basis", "e_lumo_ev": -0.14, "homo_lumo_gap_ev": 9.4, "e_above_lowest_kj_mol": 155.16, "spin_multiplicity": 1, "charge": 0, "smiles": "CNS(=O)(=O)c1cccc(C(=O)OCC(=O)NC2CCCC2)c1", "elements": ["H", "H", "H", "H", "C", "H", "N", "H", "C", "H", "O", "C", "S", "H", "C", "C", "O", "C", "C", "N", "H", "C", "H", "C", "C", "H", "H", "C", "C", "O", "H", "H", "C", "H", "O", "C", "H", "H", "H", "H", "O", "H", "C"], "xyz": [[-4.98042, 0.54045, -1.10420], [-3.27152, -3.33266, 0.75229], [-2.40546, 0.99944, -1.78753], [2.06566, 3.09136, -1.24186], [2.83581, -0.64727, -0.07857], [-1.84870, 2.25685, 0.25210], [-3.56593, -0.07848, 0.23295], [-3.49170, 3.73934, 1.23830], [2.85868, 2.91199, -0.51324], [-4.68028, 1.71126, 1.46688], [-1.05986, -0.43960, 1.45532], [0.61493, -1.50382, 0.14724], [4.04516, 0.62770, 0.26946], [-5.72454, 2.36010, 0.20986], [-4.18320, 0.99734, -0.51415], [2.21688, -2.64256, -1.24184], [3.79710, 1.15789, 1.57694], [-2.52961, 2.73943, -0.45110], [-3.13707, 1.70192, -1.38973], [3.62201, 1.74649, -0.89698], [-2.81868, 0.17971, 0.86718], [-3.75258, 3.29125, 0.28130], [1.33746, 0.25760, 1.14576], [3.16913, -1.68369, -0.92968], [-4.69699, 2.08894, 0.44483], [-1.97932, 3.51466, -0.98204], [-4.22776, 4.05814, -0.33155], [1.57556, -0.54583, 0.46682], [0.94173, -2.55245, -0.71085], [5.34806, 0.13464, -0.06660], [2.46845, -3.45871, -1.90162], [4.37521, 1.91562, -1.54229], [-0.74226, -1.35530, 0.72722], [0.19225, -3.28914, -0.95414], [-4.64778, -1.80974, -0.74988], [-2.90852, -2.30892, 0.84871], [3.47824, 3.80684, -0.42500], [-2.91191, -1.99094, 1.89659], [2.41900, 2.70343, 0.45926], [-3.63367, 2.19710, -2.22455], [-1.57062, -2.32738, 0.35273], [4.17254, -1.72623, -1.32261], [-3.81088, -1.37610, 0.01071]]}

[3]
{"formula": "C15H20N2OTi", "method": "the ωB97M-V functional and the def2-TZVPD basis", "e_lumo_ev": [-8.42, -8.42], "homo_lumo_gap_ev": [7.4, 7.4], "spin_multiplicity": 1, "charge": 2, "elements": ["H", "C", "H", "C", "H", "C", "H", "H", "H", "O", "H", "H", "C", "H", "C", "Ti", "C", "H", "C", "H", "C", "C", "N", "H", "H", "H", "C", "C", "C", "H", "H", "H", "H", "C", "C", "H", "H", "C", "N"], "xyz": [[-2.43378, 0.68455, -1.24782], [2.84172, 0.02330, 1.62104], [0.58090, -0.99154, 3.26079], [0.45105, 2.72000, -1.83155], [1.14104, 1.01237, -5.24548], [0.23975, -3.56772, -2.99019], [3.52943, 0.88796, 1.50455], [-0.83749, 1.21419, 3.26652], [0.88297, -1.10166, -5.30275], [2.15225, -0.38353, -0.70848], [2.32359, 0.21187, 2.57153], [0.19156, -4.62682, -2.84729], [0.55340, -2.97892, -4.20650], [0.29106, -0.89868, 1.43353], [-1.96677, 0.08720, -0.43750], [0.11146, -0.02685, -0.78443], [-0.11832, -0.66535, 2.49205], [0.74510, 1.26237, 2.49841], [0.63253, -1.60532, -4.36704], [-1.10748, -1.09628, 2.56790], [0.53024, 0.72326, -3.24578], [-0.23096, 0.79207, 2.47343], [0.27920, 1.40035, -2.06123], [3.41432, -0.90719, 1.83228], [0.22569, 3.06966, -0.83067], [0.74353, -3.60121, -5.06479], [1.85656, -0.05258, 0.48106], [-0.03586, -2.75452, -1.90475], [1.12322, 2.89240, -4.11585], [-2.39780, -0.92648, -0.54909], [-2.35940, 0.49266, 0.50286], [-0.29651, -3.07544, -0.90185], [-0.62538, 1.03195, 1.44521], [0.95364, 1.52881, -4.30648], [0.87939, 3.49286, -2.89206], [1.44924, 3.48470, -4.95467], [1.01093, 4.54159, -2.73317], [0.38078, -0.76797, -3.27657], [-0.00954, -1.42426, -2.11951]]}

[4]
{"formula": "C15H20N3O3S2Zr", "method": "the ωB97M-V functional and the def2-TZVPD basis", "e_lumo_ev": -10.16, "homo_lumo_gap_ev": 7.1, "e_above_lowest_kj_mol": 0.00, "spin_multiplicity": 1, "charge": 3, "elements": ["H", "H", "C", "H", "H", "H", "H", "H", "C", "H", "Zr", "C", "H", "N", "C", "H", "H", "N", "H", "N", "C", "H", "S", "C", "O", "C", "H", "C", "H", "S", "C", "H", "H", "H", "C", "C", "H", "C", "O", "C", "C", "O", "H", "C"], "xyz": [[0.34219, -6.84265, -2.55194], [-2.85112, -0.04531, 6.46977], [1.47836, -4.08372, -1.02575], [-0.55203, -2.35762, 4.72711], [-0.33457, 3.01648, -3.11675], [-2.04791, 2.56938, -3.27059], [-2.49569, 1.61891, 3.37402], [-1.80649, -5.82022, -1.94271], [0.25898, -3.50055, -0.67915], [2.48137, -5.74948, -1.97427], [-0.12297, -0.49966, 0.96346], [-1.86622, 4.21964, -1.17639], [-2.84193, 4.28706, -1.65422], [0.42839, -2.28186, -0.00159], [-1.43958, 1.34780, 3.30767], [-1.94789, 4.51610, -0.13567], [-2.17744, -2.37227, 5.46393], [-1.45767, -0.46370, 4.97365], [-0.85920, 1.35560, -2.73192], [-1.37348, 2.83572, -1.31270], [-1.21442, -0.08314, 3.76880], [-1.21576, 0.57840, 6.77367], [2.81383, -3.09401, -0.49674], [-0.94666, -4.11213, -1.00100], [-1.02247, 1.35680, 1.93000], [0.33686, -5.89934, -2.02345], [-0.79410, 3.35670, 1.39816], [-1.98549, 0.43426, 6.01721], [-1.16728, 4.88158, -1.68381], [2.25186, -0.47203, 0.96295], [-0.88860, -5.31500, -1.67568], [-2.28390, 1.39478, 5.60980], [-1.89724, -3.66866, -0.73502], [-2.46354, 2.72460, 1.30587], [-1.40961, 2.49508, 1.13333], [1.73348, -1.97098, 0.14783], [-0.83960, 2.05470, 3.88395], [-1.17194, 2.05897, -0.30748], [-0.74647, 0.83860, -0.44691], [-1.13359, 2.40248, -2.70479], [1.53724, -5.29600, -1.70490], [-0.76333, -0.89737, 2.86202], [-0.77939, -1.81465, 6.40768], [-1.22066, -1.85421, 5.41476]]}

[5]
{"formula": "C15H20N4O3S", "method": "the ωB97M-V functional and the def2-TZVPD basis", "e_lumo_ev": 0.04, "homo_lumo_gap_ev": 8.5, "e_above_lowest_kj_mol": 1744.77, "spin_multiplicity": 1, "charge": 0, "elements": ["C", "H", "O", "C", "C", "C", "H", "H", "N", "O", "H", "C", "H", "O", "H", "H", "H", "H", "H", "C", "H", "C", "C", "C", "H", "H", "H", "C", "C", "N", "S", "C", "H", "H", "C", "H", "H", "H", "N", "H", "N", "C", "C"], "xyz": [[-5.42340, -1.45638, -1.89761], [0.12997, 3.84293, 0.38774], [3.23241, 1.18443, -2.16219], [0.51345, 2.60782, 0.49674], [-4.88829, -2.15429, -0.81100], [3.02134, -0.86933, -0.98656], [4.69586, -0.09635, 0.23101], [5.65594, -2.37008, 0.48088], [-3.60048, 0.55525, 1.44829], [1.22168, 0.13744, 1.73650], [1.86434, 2.94012, -1.26584], [4.63300, -2.22789, 0.35655], [-5.96088, -0.60465, -1.81108], [-0.58814, 1.28586, -1.01998], [-4.50634, -1.06897, -2.67344], [3.74538, -1.53076, 2.17280], [5.17689, -0.98200, -1.33135], [3.88486, -3.29696, 2.05522], [0.58863, 2.71850, 1.95782], [-4.16735, -1.02283, 0.07909], [2.94176, -1.45275, -1.98913], [2.13093, -2.25937, 1.02780], [1.97365, -0.99711, -0.28788], [2.75700, 0.63006, -1.17418], [-1.73256, 2.21666, 1.98419], [-4.38052, -2.89118, -0.81834], [1.47738, -2.26615, 1.87547], [1.81822, 0.17032, 0.65655], [-2.64163, 0.73955, 0.66864], [2.16079, 1.12951, -0.30658], [-2.53836, -0.37081, -0.49934], [1.86449, 2.64190, -0.03030], [2.67092, 3.27471, 0.53015], [2.06918, -3.16413, 0.37258], [4.58499, -0.84496, -0.55834], [-6.00411, -2.26379, -2.49688], [4.50182, -2.99728, -0.49560], [-5.86484, -2.19643, 0.24738], [-1.54766, 1.57239, 0.98626], [1.07216, -1.19095, -0.61434], [-4.51857, -0.52160, 1.31294], [3.63211, -2.35650, 1.31021], [-0.60304, 1.99335, 0.14826]]}